ORCA calculation (ωB97M-V/def2-TZVPD) on a cluster of 7 separate species, C39H56B2N2O19 in total.

Atoms and positions in Å:
C  -2.4305  -0.3159  1.3888
C  -3.8171  -0.0039  0.8735
C  -4.3817  -0.6179  -0.2282
C  -5.6381  -0.2402  -0.6149
C  -6.3541  0.7284  0.0299
C  -5.8172  1.3786  1.1251
C  -6.4905  2.4915  1.9028
B  -6.9092  3.7397  1.0102
B  -8.5479  3.9604  0.6876
O  -9.3461  4.3652  1.7640
N  -9.2105  3.7179  -0.5982
C  -9.7305  2.3364  -0.7437
C  -8.3987  4.1416  -1.7444
C  -5.7534  4.7235  0.5067
C  -6.0593  6.0712  0.4100
C  -5.0994  6.9758  -0.0310
C  -3.8598  6.4201  -0.3108
C  -3.6647  5.0665  -0.1444
N  -4.5555  4.1527  0.2400
C  -4.5576  0.9756  1.5209
H  -2.2669  -1.3864  1.5270
H  -2.3609  0.1307  2.3870
H  -1.6526  0.1504  0.7728
H  -3.8134  -1.3624  -0.7757
H  -6.0406  -0.7339  -1.4926
H  -7.3306  1.0064  -0.3542
H  -5.8064  2.8091  2.6972
H  -7.3857  2.0831  2.3913
H  -10.0771  3.7403  1.8731
H  -10.8120  2.3638  -0.5492
H  -9.3127  1.6694  0.0183
H  -9.6187  1.9459  -1.7560
H  -8.1939  5.2106  -1.6352
H  -7.4662  3.5740  -1.8787
H  -9.0306  4.0618  -2.6375
H  -7.0520  6.4187  0.6787
H  -5.2751  8.0373  -0.1516
H  -3.0438  7.0438  -0.6574
H  -2.6610  4.6836  -0.3479
H  -4.0914  1.4494  2.3813
C  0.4935  2.2791  -2.4059
C  1.1939  1.5246  -1.3017
C  2.4935  0.8848  -1.7217
O  2.5878  -0.2223  -0.8188
C  1.3161  -0.5683  -0.4798
O  1.0235  -1.5653  0.0917
O  0.4304  0.3808  -0.8839
H  -0.3729  2.8117  -2.0128
H  1.1627  3.0048  -2.8689
H  0.1229  1.5935  -3.1689
H  1.3327  2.1720  -0.4311
H  3.3464  1.5509  -1.6070
H  2.4730  0.5002  -2.7444
C  -5.0045  -2.1409  4.4197
C  -6.4323  -2.0249  4.8648
C  -7.3135  -3.1752  4.4512
O  -8.5962  -2.5405  4.3548
C  -8.3681  -1.2328  4.0480
O  -9.2018  -0.4677  3.6901
O  -7.0535  -0.9249  4.2074
H  -4.4063  -1.3338  4.8448
H  -4.5589  -3.0887  4.7241
H  -4.9430  -2.0341  3.3348
H  -6.4919  -1.8587  5.9456
H  -7.3267  -3.9810  5.1818
H  -7.0560  -3.5828  3.4702
C  4.8723  -1.6030  0.5327
C  6.2632  -1.7903  1.0882
C  6.8418  -0.5606  1.7415
O  8.2495  -0.7599  1.5658
C  8.4080  -1.5168  0.4504
O  9.4474  -1.6975  -0.0957
O  7.2213  -2.0331  0.0420
H  4.4719  -2.5542  0.1825
H  4.1951  -1.2049  1.2877
H  4.8838  -0.9344  -0.3253
H  6.2865  -2.6460  1.7698
H  6.5909  -0.4863  2.7972
H  6.5558  0.3662  1.2371
C  -7.8743  3.6600  -5.9401
C  -7.1878  2.9136  -4.8220
C  -5.8949  2.2474  -5.2209
O  -5.8226  1.1551  -4.2992
C  -7.0969  0.8307  -3.9621
O  -7.4087  -0.1549  -3.3786
O  -7.9666  1.7863  -4.3872
H  -8.7341  4.2114  -5.5583
H  -7.1937  4.3689  -6.4123
H  -8.2523  2.9680  -6.6939
H  -7.0418  3.5720  -3.9630
H  -5.0328  2.9021  -5.1125
H  -5.9163  1.8449  -6.2372
C  9.2142  -4.5538  0.6097
C  9.8910  -5.3252  1.7158
C  11.1757  -5.9910  1.3067
O  11.2418  -7.1034  2.2110
C  9.9646  -7.4252  2.5402
O  9.6443  -8.4186  3.1084
O  9.1025  -6.4585  2.1317
H  8.3584  -4.0076  1.0004
H  9.8933  -3.8441  0.1486
H  8.8289  -5.2314  -0.1549
H  10.0412  -4.6817  2.5867
H  12.0361  -5.3399  1.4260
H  11.1532  -6.3768  0.2833
C  14.5115  -3.1698  -2.5902
C  14.4699  -2.5826  -1.2003
C  15.5801  -3.0537  -0.2936
O  14.9809  -2.9320  1.0014
C  13.6419  -3.0752  0.8354
O  12.8641  -3.2291  1.7204
O  13.3083  -3.0219  -0.4784
H  13.7572  -2.7025  -3.2234
H  15.4884  -3.0178  -3.0496
H  14.2873  -4.2371  -2.5671
H  14.4393  -1.4908  -1.2522
H  16.4739  -2.4380  -0.3654
H  15.8500  -4.1003  -0.4558

Calculated values
Highest occupied orbital energy, Ha: -0.3043
HOMO-LUMO gap, eV: 8.41
Structure (SMILES): Cc1cccc(CB(B(O)N(C)C)c2ccccn2)c1.C[C@@H]1COC(=O)O1.C[C@@H]1COC(=O)O1.C[C@@H]1COC(=O)O1.C[C@@H]1COC(=O)O1.C[C@@H]1COC(=O)O1.C[C@@H]1COC(=O)O1

***

ORCA calculation (ωB97M-V/def2-TZVPD) on a structure of composition C39H56BFeN6O6P2S2.

Atoms and positions in Å:
Fe  -1.3741  0.1838  0.9341
O  -0.5867  -2.4909  3.1057
C  0.0787  -1.4744  3.1132
O  -0.2613  -0.3543  2.5204
C  1.3350  -1.3653  3.9197
C  1.5686  -2.2764  4.9674
C  2.5637  -2.1419  5.9471
C  3.4346  -1.0777  5.8611
C  3.3416  -0.2961  4.7319
C  2.3138  -0.3876  3.7692
P  2.4698  0.6431  2.2137
C  1.5362  2.2410  2.5493
C  1.6646  3.2229  1.5581
C  1.1555  4.5069  1.6880
C  0.3956  4.8353  2.8029
C  0.2020  3.8639  3.7717
C  0.7783  2.5886  3.6579
C  4.2440  1.1615  2.3100
C  5.1380  0.5206  1.5090
C  6.5019  0.8482  1.4804
C  7.0141  1.9173  2.2201
C  6.0970  2.6367  3.0004
C  4.7027  2.3126  2.9825
H  0.8501  -3.0727  5.0786
H  2.5773  -2.9237  6.7090
H  4.2461  -0.8494  6.5935
H  4.1178  0.4338  4.5548
H  2.2774  2.9827  0.6742
H  1.2898  5.2778  0.9594
H  -0.2673  5.7600  2.8920
H  -0.4617  4.0646  4.5569
H  0.6236  1.9214  4.5069
H  4.8409  -0.2858  0.8155
H  7.0508  0.2608  0.8073
H  8.0064  2.3455  2.2833
H  6.3647  3.5129  3.5294
H  3.9630  2.9162  3.4667
O  -4.1344  2.4682  -0.0165
S  -3.9095  1.5826  1.1086
O  -3.4610  0.2004  0.5286
O  -4.9375  1.5855  2.0731
S  -2.1243  2.1588  2.0364
B  -2.8207  -8.3063  3.4486
C  -2.2464  -8.7085  2.0451
N  -1.6720  -8.7877  1.0427
H  -3.6261  -7.4458  3.2940
H  -3.4504  -9.1778  4.1379
H  -1.7826  -7.8457  3.9076
C  -2.1295  -5.3511  1.1916
N  -2.3417  -3.8420  1.1573
C  -3.5018  -3.3661  1.8104
C  -1.5054  -3.0298  0.5808
C  -0.1722  -3.4559  0.1762
O  -1.9117  -1.8476  0.4250
H  -1.7677  -5.7573  2.1597
H  -1.4313  -5.6316  0.4154
H  -3.1256  -5.7809  1.1463
H  -4.4410  -3.8109  1.4904
H  -3.4672  -2.2958  1.7008
H  -3.4214  -3.4714  2.8915
H  0.3512  -2.5572  0.2358
H  -0.1851  -3.8164  -0.8498
H  0.2637  -4.1772  0.7978
N  -0.3838  0.6374  -0.4509
P  -0.4488  0.9430  -1.9810
N  0.9488  0.4195  -2.7282
C  2.1807  0.2953  -2.0062
C  2.8605  -0.9913  -2.5464
C  2.4462  -1.3445  -4.0015
C  2.1133  -0.0875  -4.8245
C  1.0905  0.7617  -4.1583
N  -0.7974  2.5647  -2.2645
C  -0.8833  3.2017  -3.5907
C  -2.0937  4.1761  -3.6162
C  -2.3877  4.7522  -2.2305
C  -1.1146  4.9371  -1.4644
C  -0.4200  3.5565  -1.2472
N  -1.6638  0.3466  -3.0296
C  -1.7132  -1.0723  -3.2626
C  -2.5868  -1.3192  -4.4446
C  -3.9986  -0.7715  -4.4309
C  -3.9925  0.6469  -3.9299
C  -3.0743  0.8730  -2.7033
H  1.9667  0.2295  -0.9360
H  2.8177  1.1643  -2.1248
H  2.6052  -1.8510  -1.8732
H  3.9511  -0.9207  -2.5279
H  1.4446  -1.8591  -3.9836
H  3.1309  -2.0166  -4.5200
H  1.7978  -0.3282  -5.8240
H  3.0909  0.3500  -4.9480
H  0.1043  0.5095  -4.6564
H  1.2232  1.8284  -4.2718
H  -0.9785  2.3961  -4.3095
H  -0.0116  3.8472  -3.7613
H  -2.9412  3.7285  -4.0592
H  -1.9058  5.0124  -4.3254
H  -3.0385  4.0360  -1.6803
H  -2.8524  5.6978  -2.3489
H  -1.3066  5.3809  -0.4816
H  -0.4133  5.6450  -1.9975
H  -0.8877  3.1853  -0.3210
H  0.6481  3.7611  -1.2033
H  -2.1003  -1.5953  -2.3691
H  -0.6565  -1.3725  -3.4954
H  -2.6108  -2.3914  -4.7906
H  -2.1059  -0.6547  -5.2294
H  -4.6098  -1.5453  -3.8788
H  -4.3172  -0.8580  -5.4999
H  -4.9691  1.1464  -3.6932
H  -3.5881  1.1917  -4.7880
H  -3.4083  0.3111  -1.8075
H  -3.0014  1.9518  -2.3596

Calculated values
Energy relative to the best compared isomer or geometry (same formula, charge and spin), kcal per mole: 11.6
Net charge: -2
Highest occupied orbital energy (alpha / beta), Ha: -0.1243 / -0.1214
Spin multiplicity: 6
HOMO-LUMO gap (alpha / beta), eV: 7.00 / 6.92

***

Results for electronic energy: -3108.58986, -5067.47694 (in Eh, following the order of the records).